{"formula": "C25H55NO3P", "method": "ωB97M-V/def2-TZVPD", "elements": ["H", "H", "C", "C", "C", "C", "H", "H", "C", "C", "O", "C", "H", "C", "H", "C", "H", "H", "H", "H", "C", "H", "C", "C", "P", "H", "H", "H", "H", "H", "H", "C", "O", "C", "H", "H", "H", "H", "H", "H", "H", "H", "H", "H", "C", "C", "C", "H", "C", "C", "C", "C", "O", "H", "H", "H", "H", "H", "H", "H", "H", "H", "H", "H", "H", "C", "H", "H", "H", "C", "H", "H", "H", "N", "H", "H", "H", "H", "C", "H", "H", "H", "H", "H", "C"], "positions_angstrom": [[-3.4582, -2.9398, 2.8007], [6.3384, 1.1122, 5.4004], [2.3625, 2.7077, -1.7251], [3.4674, -0.8971, 2.5624], [0.7543, -0.3621, -2.0806], [3.3310, 0.6241, 2.6236], [-2.8611, -4.5481, 3.1343], [-3.0438, -2.2865, 5.2003], [-3.0954, -3.3300, 4.8867], [-1.8474, -0.7216, 1.1123], [-5.4707, -0.3844, -0.7391], [-3.7666, -1.3914, -2.0926], [2.5619, 1.2434, -3.9220], [-1.9216, -0.6073, 2.6308], [-5.3742, 0.7160, -5.4540], [-0.5740, -0.4525, -2.8572], [-5.7431, 0.4285, -3.7544], [2.8404, 0.7808, -0.9762], [-4.3138, -1.8926, -2.8969], [0.0315, -1.3973, 3.0532], [3.9247, -1.4036, 1.1984], [-1.6418, 0.4070, 2.9233], [-1.0042, -1.5959, 3.3468], [-4.7058, -1.3031, -0.9008], [-3.2856, 0.2366, -2.6765], [0.7150, -1.1167, -1.2908], [1.6871, -0.9414, -3.9327], [2.5875, 0.9448, 1.8842], [-2.4917, 0.0282, 0.6377], [-2.1687, -1.7082, 0.7642], [-1.5247, 0.6706, -1.2560], [-1.5808, 0.6035, -2.3494], [1.7977, 2.8813, -0.4369], [0.4171, 3.1413, -0.3625], [0.2406, 3.8876, 0.4149], [-2.4125, -3.9033, 5.5157], [4.1565, -1.2497, 3.3336], [0.0276, 3.5442, -1.3024], [3.9618, -2.4935, 1.1733], [-4.1075, -3.6814, 5.0872], [4.4097, 2.4665, 2.4474], [2.5903, -1.4377, -2.5289], [2.9246, 0.9046, 3.5991], [-0.9982, -1.4500, -2.7233], [-1.3140, -3.0689, 3.0736], [2.0065, -0.6118, -2.9392], [-2.7411, -3.4983, 3.4124], [-4.0993, 2.9738, -3.4505], [-3.8364, 2.9182, -4.5054], [5.4774, 1.3426, 4.7726], [2.9297, 0.6035, -3.1154], [4.6250, 1.3969, 2.3656], [-2.3310, 1.5722, -5.7578], [-2.9002, -2.0080, -1.8543], [0.8041, 0.6036, -1.5751], [-3.1468, 3.7208, -4.7581], [4.2188, 1.6101, -1.6909], [-1.1126, -3.2988, 2.0221], [-0.6135, -3.6800, 3.6487], [4.9476, 1.2358, 1.3326], [-1.3404, 1.5910, -2.7552], [-1.0521, -1.4018, 4.4201], [5.2334, 2.3973, 4.9148], [3.0406, 3.5486, -1.9067], [-4.0654, 1.1475, -1.9605], [3.1583, 1.3975, -1.8203], [6.6572, 1.6196, 3.0004], [3.8899, 0.2177, -3.4661], [-2.9556, -0.7434, 2.9572], [-5.0886, 0.1331, -4.5808], [-0.8231, -0.5608, 0.7633], [3.2285, -1.0711, 0.4225], [-4.6603, -2.1479, -0.1991], [-3.6281, 0.3599, -4.2976], [-0.1336, 2.2349, -0.0769], [2.4960, -1.3401, 2.8015], [1.5977, 2.7525, -2.5084], [4.6375, 0.7514, 5.1409], [-3.1736, 1.6341, -4.9134], [-0.4230, -0.3090, -3.9273], [6.0490, -0.0051, 3.1930], [-5.2502, -0.9210, -4.7976], [-4.7393, 3.0553, -5.1029], [4.9174, -1.0339, 0.9399], [5.7775, 1.0483, 3.3059]], "atomic_forces_ev_per_a": [[0.00, 0.00, -0.02], [0.00, 0.01, 0.01], [0.37, 0.10, -0.16], [-0.02, 0.03, -0.06], [-0.15, -0.28, -0.05], [-0.04, 0.00, 0.01], [-0.01, 0.00, -0.01], [0.01, 0.00, 0.01], [-0.03, 0.01, -0.07], [-0.08, 0.07, -0.10], [0.46, -0.50, -0.17], [-0.10, -0.11, 0.06], [-0.05, 0.12, 0.09], [0.02, 0.01, 0.00], [0.06, -0.12, -0.04], [-0.13, 0.19, 0.05], [0.08, 0.06, 0.02], [0.23, 0.06, 0.10], [0.05, -0.05, 0.00], [0.00, 0.03, 0.00], [-0.07, -0.04, 0.06], [-0.01, 0.01, -0.01], [0.02, -0.03, 0.01], [-0.57, 0.47, 0.32], [0.16, 0.14, -0.42], [0.00, 0.16, 0.11], [0.08, -0.10, 0.04], [0.00, 0.00, -0.01], [0.00, 0.01, 0.05], [0.03, -0.02, 0.03], [-0.03, 0.09, -0.05], [0.38, -0.32, 0.05], [-0.09, -0.04, 0.10], [0.11, 0.12, 0.15], [0.04, -0.04, -0.02], [0.02, 0.01, 0.01], [0.00, 0.02, 0.02], [-0.04, -0.05, -0.04], [0.00, 0.00, -0.02], [0.00, -0.01, 0.02], [0.00, 0.01, 0.00], [-0.05, 0.07, 0.13], [0.01, 0.01, 0.01], [0.07, -0.04, -0.15], [-0.02, 0.01, -0.03], [-0.09, 0.10, -0.24], [0.01, -0.03, 0.05], [-0.08, -0.08, 0.02], [0.13, 0.06, -0.08], [0.04, -0.04, -0.04], [0.27, -0.19, -0.01], [0.01, 0.00, -0.02], [-0.20, -0.01, 0.49], [0.07, 0.08, -0.07], [0.09, -0.01, -0.04], [-0.09, 0.04, 0.02], [-0.03, -0.04, 0.07], [0.02, 0.00, 0.01], [0.00, -0.01, 0.00], [-0.02, 0.00, -0.01], [-0.09, 0.03, 0.09], [0.00, -0.01, 0.01], [-0.02, 0.00, 0.01], [-0.11, 0.03, -0.04], [-0.06, 0.00, 0.13], [-0.26, -0.03, 0.00], [0.01, -0.01, 0.00], [-0.06, 0.06, -0.09], [0.00, -0.01, 0.01], [0.10, -0.14, 0.03], [0.01, -0.03, -0.02], [0.04, -0.01, -0.05], [-0.02, -0.05, 0.02], [-0.72, 0.50, 0.46], [-0.05, -0.01, -0.11], [0.01, -0.03, 0.02], [-0.16, -0.08, 0.09], [-0.01, 0.00, 0.01], [0.63, -0.28, -0.75], [-0.01, 0.01, -0.02], [0.00, -0.01, -0.02], [0.02, 0.05, -0.08], [-0.05, 0.01, 0.08], [0.00, 0.01, -0.01], [-0.01, 0.04, 0.04]], "lowdin_charge": [0.09, 0.07, -0.22, -0.26, -0.18, -0.23, 0.11, 0.07, -0.10, -0.12, 0.05, -0.20, 0.11, -0.25, 0.10, -0.20, 0.09, 0.09, 0.11, 0.10, -0.10, 0.11, -0.22, -0.28, 1.00, 0.11, 0.11, 0.10, 0.06, 0.06, 0.07, -0.27, -0.19, -0.11, 0.09, 0.08, 0.10, 0.08, 0.07, 0.07, 0.11, 0.11, 0.10, 0.10, -0.22, -0.18, -0.27, 0.08, 0.01, -0.11, -0.19, -0.23, 0.16, 0.10, 0.08, 0.10, 0.11, 0.10, 0.11, 0.10, 0.11, 0.11, 0.08, 0.13, 0.08, -0.17, 0.11, 0.11, 0.10, -0.06, 0.07, 0.05, 0.13, -0.22, 0.07, 0.09, 0.11, 0.06, -0.51, 0.11, 0.10, 0.09, 0.10, 0.07, -0.27], "total_charge": 1}

***

{"formula": "C25H57AuN11O", "method": "ωB97M-V/def2-TZVPD", "elements": ["C", "C", "C", "H", "H", "H", "N", "O", "H", "Au", "H", "H", "H", "N", "N", "H", "N", "H", "H", "H", "H", "H", "H", "H", "H", "H", "H", "C", "H", "H", "C", "H", "H", "H", "C", "N", "C", "C", "C", "H", "H", "C", "C", "C", "H", "H", "H", "N", "N", "H", "H", "H", "H", "N", "H", "H", "H", "H", "H", "H", "C", "C", "H", "C", "H", "H", "C", "H", "H", "C", "C", "C", "C", "C", "H", "N", "H", "H", "H", "H", "H", "H", "H", "H", "H", "C", "H", "N", "H", "C", "C", "H", "N", "C", "H"], "positions_angstrom": [[-1.3618, 0.6263, -2.9015], [-3.5371, -1.7359, 2.7399], [0.2897, 4.8384, -1.2059], [0.3692, -1.4189, -3.7107], [0.7875, 2.4158, 3.6345], [-3.3503, -1.2111, -2.1899], [-2.0699, 0.4119, -1.6500], [-1.7325, -0.1001, 1.5808], [-2.9841, -2.0081, 1.8476], [-0.3095, 0.1761, 0.0489], [-0.0614, 1.3514, 2.5011], [3.3586, -2.5385, -1.6316], [-0.7043, -1.7967, 2.3845], [1.1560, 2.8233, 1.6166], [2.2870, -0.7838, -3.1247], [-1.3860, 3.1433, -1.6546], [-3.4622, -0.2901, 2.9650], [2.3464, 4.2512, 2.6517], [-1.1089, -2.1028, -2.3050], [-4.1594, 1.1685, 4.3428], [-5.4250, 0.3445, 3.4045], [3.9936, 0.3637, 0.4758], [0.4269, -2.7085, 3.4002], [1.7210, -2.2053, -4.5364], [-3.1995, -0.8633, -0.4710], [3.7356, -2.2431, 0.0736], [3.1938, 2.8310, 2.0366], [1.9366, -0.3977, -1.8812], [1.6819, -4.5416, 2.2749], [-2.1927, 3.4627, -0.1439], [-2.6962, 1.5771, -1.0422], [0.2214, 5.1781, 2.1620], [0.5709, 4.0109, -1.8514], [-2.3832, 2.1916, 3.6002], [-2.5854, 0.4705, 2.3452], [0.3025, 4.4250, 0.1947], [2.4083, 3.5546, 1.8147], [2.9319, 0.1971, 0.2879], [0.3141, 3.1402, 0.6066], [4.7251, -1.4975, -1.1817], [4.1375, -1.6394, -3.7296], [0.4358, -4.0563, -1.9718], [1.3531, -1.2578, -4.1395], [3.6702, -0.6627, -3.6012], [-1.8483, 1.4027, -3.5018], [-1.9236, 2.4446, 1.9126], [4.2574, -0.0622, -2.9131], [0.7796, -2.8536, 1.3607], [2.7952, -0.6568, -0.8811], [0.9900, -5.8886, 0.0961], [-0.4573, -4.3171, -2.5432], [-3.1360, -2.2645, 3.6051], [-4.5780, -0.5008, 4.7096], [-0.4876, 2.2239, 0.0460], [-3.6346, 2.3394, 2.3740], [-3.4572, 2.0324, -1.6883], [-3.2071, 1.2442, -0.1387], [3.6542, -0.1588, -4.5674], [0.9385, -1.1885, 2.6629], [-0.6918, -5.9066, -0.4501], [0.1418, -2.8731, 0.1754], [0.3308, -2.0851, 2.5110], [1.3518, 6.0425, 1.0935], [3.7101, -1.7963, -0.9190], [2.6955, -3.1043, 2.1370], [2.6794, 4.0962, 0.9133], [-2.6432, -0.9106, -1.4077], [0.1598, 2.0823, -2.3896], [0.6560, 0.9606, -3.6176], [1.9402, -3.7034, 1.6266], [-2.6332, 1.9532, 2.5651], [0.1071, 1.0375, -2.6837], [-4.4651, 0.2247, 3.9071], [0.0520, -5.3320, 0.1020], [2.4976, -0.2751, 1.1730], [0.7887, 0.2548, -1.6403], [2.4517, 1.1564, 0.1128], [2.3573, -4.0837, 0.6994], [1.6763, 1.1565, 2.7789], [1.2745, -0.5565, -4.9722], [1.1962, -4.8130, -2.1715], [-1.4134, -0.2875, -3.4934], [-0.3937, 6.2536, 0.9058], [-0.6772, 5.2423, -1.5093], [-4.5832, -2.0121, 2.6184], [-1.6815, 2.6823, -0.7138], [-2.0904, -2.9629, -1.1383], [0.1913, -4.0212, -0.5373], [0.8193, -3.0953, -2.3052], [0.3885, 5.5348, 1.1495], [0.8648, 1.8798, 2.6853], [1.0380, 5.6211, -1.3315], [-0.5508, -1.8170, -0.2738], [-1.5805, -2.0156, -1.3248], [-0.2953, -5.2171, 1.1250]], "atomic_forces_ev_per_a": [[-0.01, 0.00, 0.00], [-0.01, 0.01, 0.01], [0.00, -0.01, 0.01], [0.01, 0.00, 0.00], [0.00, 0.00, 0.00], [0.00, 0.00, 0.00], [-0.02, -0.01, 0.00], [0.09, 0.08, 0.07], [0.01, 0.00, 0.00], [-0.06, -0.02, 0.01], [-0.02, -0.01, 0.01], [0.00, 0.00, 0.00], [0.00, -0.01, 0.00], [-0.03, 0.02, 0.01], [0.00, 0.01, -0.01], [0.00, 0.00, 0.00], [-0.04, -0.02, -0.02], [0.00, 0.00, 0.00], [0.00, 0.00, 0.00], [0.00, 0.00, 0.00], [0.00, 0.00, 0.00], [0.00, 0.00, 0.00], [0.00, 0.00, 0.00], [0.00, 0.00, 0.00], [-0.01, 0.00, 0.00], [0.00, 0.00, 0.00], [0.00, 0.00, 0.00], [-0.01, 0.00, 0.01], [0.01, 0.00, 0.00], [0.00, 0.00, 0.01], [0.01, -0.01, 0.01], [0.00, 0.00, 0.00], [0.00, 0.00, 0.00], [0.01, 0.00, 0.00], [-0.04, -0.02, -0.04], [0.00, 0.02, 0.00], [0.01, 0.00, 0.00], [0.01, 0.00, 0.00], [0.01, -0.02, -0.01], [0.00, 0.00, 0.00], [0.00, 0.00, 0.00], [0.01, 0.00, 0.00], [0.00, 0.00, 0.01], [0.00, -0.01, 0.00], [0.00, 0.00, 0.00], [0.00, 0.00, -0.02], [0.00, 0.00, 0.00], [0.01, -0.01, 0.00], [-0.01, 0.00, 0.01], [0.00, 0.00, 0.00], [0.00, 0.00, 0.00], [0.00, -0.01, -0.01], [0.00, 0.00, 0.00], [0.00, -0.03, 0.04], [0.00, 0.00, 0.00], [0.00, 0.00, 0.00], [-0.01, 0.00, 0.00], [0.00, 0.00, 0.00], [0.00, 0.00, 0.00], [0.00, 0.00, 0.00], [0.02, 0.00, 0.01], [0.00, 0.02, -0.01], [0.00, 0.00, 0.00], [0.00, -0.01, 0.00], [0.00, 0.00, 0.00], [0.00, 0.00, 0.00], [0.01, 0.00, 0.01], [-0.01, 0.00, 0.00], [-0.01, 0.00, -0.01], [-0.01, 0.01, 0.00], [0.03, 0.00, 0.00], [0.01, 0.00, 0.02], [0.00, 0.01, 0.00], [0.00, -0.01, 0.00], [0.00, -0.01, 0.00], [0.05, -0.01, -0.06], [0.00, 0.00, 0.00], [0.00, 0.00, 0.00], [0.00, 0.00, 0.00], [0.00, 0.00, 0.00], [0.00, 0.00, 0.00], [0.00, 0.00, 0.00], [0.00, 0.00, 0.00], [0.00, 0.00, 0.00], [0.00, 0.01, 0.01], [-0.01, 0.01, -0.01], [0.00, 0.00, 0.00], [-0.01, 0.01, 0.01], [0.00, 0.00, 0.00], [0.00, 0.00, 0.00], [0.02, 0.00, -0.02], [0.00, 0.00, 0.00], [-0.02, 0.02, -0.02], [0.01, 0.00, 0.00], [0.00, 0.00, 0.00]], "lowdin_charge": [-0.13, 0.01, -0.02, 0.06, 0.12, 0.14, -0.24, -0.19, 0.07, 1.41, 0.04, 0.10, 0.05, -0.14, -0.13, 0.09, -0.10, 0.11, 0.08, 0.09, 0.12, 0.11, 0.11, 0.11, 0.11, 0.08, 0.10, -0.37, 0.11, 0.14, -0.15, 0.10, 0.08, 0.11, -0.42, -0.13, -0.02, -0.04, -0.38, 0.11, 0.11, -0.03, -0.03, -0.01, 0.14, 0.05, 0.10, -0.12, -0.12, 0.10, 0.11, 0.11, 0.11, -0.06, 0.12, 0.14, 0.10, 0.11, 0.07, 0.11, -0.37, -0.02, 0.10, -0.02, 0.10, 0.10, -0.15, 0.08, 0.12, -0.03, 0.03, -0.15, 0.01, -0.01, 0.07, -0.04, 0.07, 0.09, 0.08, 0.11, 0.11, 0.12, 0.11, 0.11, 0.11, -0.18, 0.14, -0.14, 0.06, -0.01, -0.04, 0.11, -0.04, -0.17, 0.10], "de_lowest_kcal_mol": 0.00, "total_charge": 3}

***

| no. | energy (eV) | E_LUMO (eV) |
| --- | --- | --- |
| 1 | -43731.456 | -2.92 |
| 2 | -48955.920 | -9.19 |